Record 1
C38H75BeF6N5O11S7 | ωB97M-V/def2-TZVPD

Last column: Löwdin charge in e.
Geometry (Å):
Be -0.856 1.240 -2.563  0.997
C -1.049 0.067 0.479  -0.358
O 0.165 0.311 -0.219  -0.151
O -2.034 0.656 -0.391  -0.219
C -1.223 -1.462 0.943  -0.443
F -2.323 -1.609 1.808  0.073
F -1.460 -2.273 -0.111  0.109
F -0.196 -1.947 1.685  0.111
C 1.403 0.404 0.511  -0.185
C 2.520 0.835 -0.526  -0.024
H 2.434 1.834 -0.952  0.052
H 3.443 0.845 0.054  0.032
H 2.789 0.170 -1.347  0.042
H 1.627 -0.573 0.939  0.094
H 1.223 1.073 1.352  0.077
H -1.000 0.581 1.439  0.136
C -0.686 4.516 -1.785  -0.379
O -1.762 3.640 -2.084  -0.147
O 0.338 3.643 -2.221  -0.241
C -0.694 6.034 -2.311  -0.555
F -0.940 6.935 -1.337  0.120
F 0.403 6.482 -2.859  0.155
F -1.691 6.221 -3.204  0.137
C -2.913 3.822 -1.321  -0.277
C -3.965 3.095 -2.091  -0.068
H -3.775 2.056 -2.360  0.065
H -4.906 3.053 -1.542  0.077
H -4.351 3.644 -2.950  0.085
H -3.175 4.862 -1.126  0.135
H -2.789 3.321 -0.361  0.113
H -0.718 4.550 -0.696  0.120
C 1.388 -2.712 -2.023  -0.235
S 1.522 -1.660 -3.496  0.936
O 0.969 -0.304 -2.955  -0.630
C 3.417 -1.526 -3.540  -0.210
H 1.852 -3.679 -2.219  0.061
H 0.316 -2.863 -1.897  0.022
H 1.847 -2.151 -1.209  0.039
H 3.708 -2.544 -3.801  0.051
H 3.881 -1.229 -2.600  0.031
H 3.851 -0.815 -4.242  0.043
C 0.178 3.435 2.024  -0.244
S 0.732 5.149 2.453  0.814
O -0.105 5.715 3.585  -0.547
C 2.353 4.608 3.129  -0.261
H 0.577 2.723 2.747  0.024
H 0.372 3.153 0.989  0.040
H -0.874 3.505 2.300  0.056
H 2.223 3.948 3.987  0.044
H 3.050 5.431 3.287  0.047
H 2.687 3.944 2.332  0.019
C 2.876 2.695 -4.341  -0.244
S 1.582 2.030 -5.478  0.911
O 0.432 1.569 -4.592  -0.596
C 1.185 3.667 -6.140  -0.241
H 2.601 3.630 -3.852  0.035
H 3.745 2.904 -4.964  0.049
H 3.180 2.049 -3.517  0.039
H 2.147 4.118 -6.383  0.051
H 0.802 4.246 -5.299  0.054
H 0.604 3.629 -7.061  0.061
C 3.424 -4.388 1.848  -0.258
S 4.667 -3.558 0.747  0.891
O 3.985 -3.438 -0.663  -0.590
C 4.702 -1.959 1.646  -0.261
H 3.661 -4.582 2.894  0.049
H 3.110 -5.299 1.341  0.050
H 2.469 -3.867 1.768  0.027
H 3.720 -1.525 1.837  0.041
H 5.441 -1.326 1.155  0.017
H 5.240 -2.088 2.585  0.058
C -2.548 -3.497 -2.903  -0.221
S -2.879 -1.661 -2.871  0.897
O -1.601 -0.966 -3.397  -0.582
C -4.016 -1.849 -4.337  -0.224
H -3.426 -4.101 -2.677  0.059
H -1.790 -3.543 -2.121  0.013
H -2.137 -3.833 -3.855  0.070
H -3.463 -2.234 -5.194  0.058
H -4.535 -0.919 -4.569  0.052
H -4.725 -2.651 -4.134  0.052
C -4.981 -2.293 3.514  -0.270
S -5.739 -3.770 4.280  0.864
O -5.373 -4.936 3.367  -0.595
C -7.478 -3.297 3.893  -0.249
H -3.900 -2.351 3.637  0.029
H -5.316 -1.413 4.063  0.052
H -5.147 -2.073 2.460  0.031
H -7.678 -2.245 4.095  0.047
H -8.082 -3.869 4.598  0.040
H -7.731 -3.399 2.837  0.050
C -3.547 -5.041 0.426  -0.245
S -2.594 -6.614 0.198  0.862
O -1.187 -6.248 0.574  -0.586
C -3.330 -7.489 1.619  -0.261
H -3.672 -4.648 1.436  0.044
H -4.511 -5.374 0.041  0.045
H -3.265 -4.329 -0.349  -0.001
H -4.410 -7.389 1.719  0.056
H -2.860 -7.271 2.578  0.050
H -3.045 -8.537 1.718  0.048
C -0.222 -4.971 3.035  -0.072
C 0.796 -4.546 4.001  -0.271
N 1.625 -4.300 4.800  0.122
H 0.319 -5.257 2.133  0.063
H -0.894 -4.207 2.644  0.063
H -0.845 -5.676 3.585  0.089
C 0.651 -0.394 4.898  -0.038
C 1.763 0.421 4.415  -0.277
N 2.601 1.105 4.043  0.135
H 1.109 -1.245 5.400  0.080
H 0.084 -0.783 4.052  0.067
H 0.091 0.237 5.588  0.094
N 3.033 5.091 -0.841  0.132
C 4.183 4.600 -0.280  0.028
C 4.849 5.642 0.289  -0.013
C 4.058 6.743 0.158  -0.008
C 2.990 6.433 -0.635  0.040
H 2.255 4.553 -1.194  0.122
H 4.291 3.527 -0.335  0.135
H 5.846 5.603 0.704  0.137
H 4.353 7.649 0.666  0.139
H 2.135 7.030 -0.917  0.149
N -4.990 -0.195 0.020  0.044
C -6.169 0.393 0.478  -0.104
C -7.187 -0.624 0.551  -0.093
C -6.555 -1.852 0.190  -0.140
C -5.261 -1.546 -0.203  -0.174
H -4.088 0.207 -0.189  0.086
H -6.240 1.426 0.784  0.094
H -8.209 -0.599 0.899  0.083
H -7.014 -2.825 0.099  0.092
H -4.590 -2.275 -0.632  0.067
N 7.190 1.248 1.559  0.017
C 6.176 1.098 0.680  -0.194
C 6.710 1.021 -0.623  -0.114
C 8.103 1.140 -0.516  -0.105
C 8.387 1.307 0.827  -0.105
H 7.040 1.366 2.551  0.153
H 5.147 1.030 0.999  0.076
H 6.150 0.907 -1.540  0.085
H 8.683 1.093 -1.426  0.099
H 9.254 1.605 1.399  0.105

The multiplicity is 2. The largest force on an atom comes out at 4.58 eV/A. As for the charge: +1. The calculation puts the calculated total energy at -163128.35741 eV. As for the HOMO-LUMO gap (alpha / beta): 6.77 / 2.82 eV.

Record 2
C38H76O27S5 | ωB97M-V/def2-TZVPD

Last column: Löwdin charge in e.
Geometry (Å):
O 10.097 0.453 3.943  -0.238
S 9.808 0.404 2.533  0.771
O 10.853 0.844 1.614  -0.245
O 9.384 -1.180 2.147  -0.209
C 8.068 -1.258 1.678  -0.209
C 7.277 -0.155 2.407  -0.166
O 8.194 0.932 2.189  -0.220
H 8.080 -1.081 0.603  0.130
H 7.668 -2.200 2.053  0.137
H 7.027 -0.289 3.460  0.131
H 6.365 -0.017 1.826  0.121
O 4.362 -2.399 4.833  -0.260
S 3.728 -1.139 5.257  0.697
O 3.871 -0.670 6.634  -0.229
O 4.206 -0.053 4.199  -0.216
C 3.340 -0.134 3.007  -0.129
C 2.057 -0.950 3.319  -0.149
O 2.170 -1.052 4.734  -0.209
H 3.059 0.891 2.767  0.120
H 3.829 -0.503 2.105  0.104
H 2.069 -1.943 2.871  0.129
H 1.191 -0.395 2.958  0.111
O -3.684 6.281 0.874  -0.222
S -2.548 5.396 0.941  0.713
O -1.418 5.511 1.852  -0.226
O -3.094 3.887 1.229  -0.192
C -2.535 2.947 0.306  -0.213
C -2.484 3.677 -0.987  -0.188
O -2.094 4.964 -0.586  -0.213
H -1.558 2.577 0.616  0.114
H -3.144 2.066 0.100  0.103
H -3.484 3.802 -1.402  0.134
H -1.843 3.175 -1.712  0.137
O -2.371 -3.674 3.683  -0.230
S -3.381 -3.796 2.652  0.720
O -4.632 -4.524 2.963  -0.251
O -3.823 -2.355 2.074  -0.206
C -3.956 -2.304 0.714  -0.213
C -3.321 -3.549 0.071  -0.156
O -2.731 -4.163 1.197  -0.212
H -5.014 -2.364 0.461  0.115
H -3.523 -1.338 0.453  0.124
H -2.509 -3.171 -0.550  0.100
H -3.948 -4.245 -0.486  0.141
O -5.216 1.025 0.865  -0.232
S -6.443 0.454 1.303  0.721
O -6.959 -0.841 0.811  -0.235
O -6.354 0.281 2.943  -0.210
C -6.705 1.574 3.513  -0.193
C -7.948 2.015 2.786  -0.161
O -7.561 1.701 1.446  -0.207
H -6.944 1.376 4.558  0.140
H -5.869 2.263 3.396  0.120
H -7.899 3.096 2.920  0.141
H -8.831 1.510 3.176  0.139
C 0.327 0.415 -1.008  -0.179
C -0.910 -0.184 -0.560  -0.154
C -0.433 -1.111 0.615  -0.149
O 0.891 -1.464 0.242  -0.166
C 1.521 -0.455 -0.584  -0.128
H 0.271 1.409 -0.562  0.100
H 0.343 0.502 -2.094  0.108
H -1.270 -0.912 -1.288  0.097
H -1.696 0.548 -0.373  0.093
H -0.993 -2.045 0.665  0.109
H -0.372 -0.612 1.582  0.088
H 2.004 -1.014 -1.386  0.104
H 2.223 0.008 0.109  0.110
C 4.269 -3.095 -2.271  -0.140
C 3.881 -4.181 -1.321  -0.174
C 4.007 -3.614 0.086  -0.275
O 3.914 -2.288 -0.027  -0.138
C 4.661 -1.977 -1.238  -0.136
H 3.348 -2.761 -2.748  0.089
H 4.959 -3.218 -3.106  0.119
H 4.526 -5.040 -1.506  0.115
H 2.867 -4.565 -1.434  0.090
H 4.977 -3.889 0.500  0.120
H 3.228 -4.140 0.639  0.132
H 5.720 -1.994 -0.982  0.117
H 4.315 -1.058 -1.711  0.089
C -6.544 0.224 -3.787  -0.177
C -5.670 -0.942 -3.881  -0.218
C -5.787 -1.623 -2.562  -0.174
O -5.892 -0.495 -1.681  -0.165
C -6.130 0.704 -2.390  -0.195
H -7.619 0.120 -3.936  0.121
H -6.303 0.929 -4.583  0.116
H -4.660 -0.558 -4.023  0.118
H -5.860 -1.439 -4.832  0.126
H -5.024 -2.372 -2.350  0.113
H -6.691 -2.229 -2.627  0.124
H -5.251 1.348 -2.418  0.111
H -6.839 1.293 -1.807  0.118
C -0.066 -3.720 -2.666  -0.209
C -0.150 -3.228 -4.045  -0.179
C -1.604 -2.935 -4.145  -0.160
O -2.193 -3.994 -3.311  -0.161
C -1.173 -4.725 -2.566  -0.181
H -0.222 -3.020 -1.845  0.105
H 0.836 -4.216 -2.307  0.109
H 0.171 -3.945 -4.800  0.132
H 0.477 -2.338 -4.108  0.100
H -2.130 -2.904 -5.099  0.128
H -1.740 -2.044 -3.531  0.104
H -0.846 -5.635 -3.069  0.118
H -1.374 -5.047 -1.544  0.115
C 4.343 1.348 -3.620  -0.165
C 2.987 1.371 -4.257  -0.176
C 2.789 -0.071 -4.859  -0.149
O 4.101 -0.617 -4.802  -0.126
C 4.995 0.370 -4.592  -0.256
H 4.165 1.004 -2.601  0.093
H 4.760 2.338 -3.436  0.117
H 2.693 2.177 -4.931  0.113
H 2.234 1.484 -3.478  0.079
H 2.452 -0.005 -5.894  0.113
H 1.985 -0.637 -4.388  0.089
H 5.110 0.839 -5.569  0.128
H 5.978 0.128 -4.188  0.129
C -3.144 0.890 4.593  -0.119
C -2.195 1.844 5.269  -0.185
C -1.054 1.876 4.381  -0.222
O -1.397 1.462 3.031  -0.138
C -2.361 0.439 3.327  -0.190
H -4.023 1.419 4.226  0.087
H -3.349 0.056 5.264  0.124
H -1.746 1.464 6.186  0.126
H -2.706 2.801 5.375  0.121
H -0.255 1.219 4.722  0.117
H -0.634 2.882 4.404  0.131
H -1.820 -0.508 3.316  0.106
H -3.130 0.326 2.564  0.095
C 2.919 4.265 -0.976  -0.148
C 1.801 5.288 -1.366  -0.130
C 1.325 5.855 -0.024  -0.229
O 1.919 5.035 0.933  -0.153
C 2.621 3.820 0.503  -0.124
H 3.948 4.585 -1.142  0.102
H 2.924 3.352 -1.570  0.075
H 0.948 4.687 -1.682  0.095
H 2.172 5.991 -2.112  0.111
H 0.257 6.070 0.013  0.089
H 1.839 6.810 0.090  0.116
H 1.890 3.013 0.564  0.089
H 3.485 3.495 1.082  0.111

The value obtained for the energy above the lowest of the compared OMol25 structures with the same formula, charge and spin is 7.312 eV. The largest force on an atom comes out at 4.08 eV/A. The structure (SMILES) is O=S1(=O)OCCO1.O=S1(=O)OCCO1.O=S1(=O)OCCO1.O=S1(=O)OCCO1.O=S1(=O)OCCO1.C1CCOC1.C1CCOC1.C1CCOC1.C1CCOC1.C1CCOC1.C1CCOC1.C1CCOC1. The calculation puts the calculated total energy at -150082.60562 eV. As for the HOMO-LUMO gap: 9.51 eV.

Record 3
C38H76O46S7 | ωB97M-V/def2-TZVPD

Last column: Löwdin charge in e.
Geometry (Å):
C 0.774 8.412 0.068  -0.059
C -0.277 7.476 0.508  -0.256
O -0.583 7.415 1.878  0.014
C -1.226 8.362 2.619  -0.527
O -1.696 9.459 2.206  0.070
O -1.328 7.910 3.831  0.019
C -2.112 8.513 4.776  -0.072
H 0.787 8.562 -1.012  0.089
H 1.685 7.974 0.475  0.084
H 0.522 9.369 0.525  0.081
H 0.060 6.440 0.467  0.130
H -1.210 7.680 -0.017  0.129
H -1.742 9.507 5.027  0.104
H -2.166 8.060 5.766  0.094
H -3.152 8.459 4.453  0.103
C 2.280 1.100 -1.575  -0.072
C 1.579 1.475 -0.317  -0.282
O 0.716 0.476 0.103  0.043
C -0.603 0.510 -0.212  -0.508
O -1.156 1.469 -0.848  0.050
O -1.192 -0.547 0.295  0.016
C -2.595 -0.583 0.186  -0.034
H 2.908 1.907 -1.952  0.089
H 1.514 0.892 -2.322  0.077
H 2.718 0.113 -1.427  0.084
H 1.136 2.457 -0.481  0.122
H 2.408 1.724 0.346  0.125
H -3.032 -1.077 1.054  0.099
H -2.904 -0.993 -0.775  0.103
H -2.899 0.463 0.144  0.089
C 3.016 -4.071 2.441  -0.037
C 3.993 -5.236 2.808  -0.201
O 3.505 -5.961 3.896  0.064
C 3.198 -7.187 3.700  -0.616
O 3.598 -7.975 2.825  0.093
O 2.413 -7.488 4.709  0.026
C 1.834 -8.756 4.775  -0.065
H 3.257 -3.644 1.468  0.075
H 3.145 -3.269 3.168  0.070
H 2.007 -4.483 2.400  0.072
H 5.023 -4.901 2.924  0.128
H 4.018 -5.924 1.963  0.114
H 2.268 -9.482 5.463  0.099
H 1.751 -9.298 3.833  0.091
H 0.768 -8.642 4.974  0.092
C -4.052 -4.512 -6.606  -0.079
C -4.984 -5.631 -6.385  -0.239
O -5.115 -6.307 -7.638  0.009
C -6.338 -6.873 -7.921  -0.544
O -7.274 -6.931 -7.141  0.111
O -6.198 -7.435 -9.107  0.010
C -7.185 -8.223 -9.686  -0.059
H -3.060 -4.917 -6.807  0.081
H -4.001 -3.958 -5.669  0.081
H -4.218 -3.776 -7.394  0.087
H -5.975 -5.273 -6.109  0.120
H -4.653 -6.361 -5.646  0.131
H -8.137 -8.260 -9.157  0.094
H -6.888 -9.270 -9.756  0.097
H -7.353 -7.762 -10.660  0.099
C 7.994 -2.426 -0.501  -0.041
C 9.538 -2.380 -0.656  -0.217
O 10.244 -2.251 0.522  0.028
C 10.194 -3.207 1.420  -0.616
O 9.795 -4.338 1.253  0.123
O 10.675 -2.682 2.557  0.001
C 11.074 -3.571 3.697  -0.001
H 7.543 -3.064 -1.261  0.076
H 7.643 -1.422 -0.740  0.065
H 7.556 -2.712 0.455  0.078
H 9.994 -1.651 -1.327  0.129
H 9.880 -3.357 -0.999  0.115
H 10.711 -3.110 4.615  0.089
H 12.141 -3.775 3.606  0.089
H 10.731 -4.604 3.755  0.082
C -1.816 2.978 4.605  -0.053
C -3.275 2.772 4.246  -0.187
O -4.098 2.852 5.394  0.091
C -5.233 2.360 5.412  -0.734
O -5.745 1.757 4.480  0.099
O -5.784 2.617 6.530  0.056
C -7.010 2.003 6.954  -0.028
H -1.286 2.159 5.091  0.077
H -1.659 3.941 5.090  0.079
H -1.200 3.021 3.707  0.074
H -3.465 1.807 3.776  0.123
H -3.618 3.507 3.518  0.131
H -7.050 0.960 7.267  0.097
H -7.773 2.029 6.176  0.087
H -7.556 2.548 7.724  0.089
C 7.447 8.637 1.682  -0.166
C 8.262 7.627 2.497  -0.178
O 7.426 6.565 2.932  -0.188
S 6.021 6.496 2.084  0.720
O 4.829 6.246 2.937  -0.256
O 6.185 5.619 0.962  -0.238
O 6.161 8.038 1.531  -0.202
H 7.822 8.816 0.674  0.126
H 7.502 9.663 2.044  0.126
H 8.793 8.076 3.336  0.129
H 9.074 7.316 1.839  0.127
C -8.829 -2.206 1.079  -0.153
C -9.572 -3.217 2.027  -0.170
O -8.734 -4.331 2.254  -0.207
S -7.786 -4.588 0.946  0.730
O -8.574 -5.397 0.030  -0.243
O -6.370 -4.781 1.216  -0.241
O -7.825 -2.990 0.453  -0.218
H -8.484 -1.272 1.522  0.127
H -9.469 -1.902 0.250  0.121
H -10.584 -3.503 1.739  0.128
H -9.636 -2.843 3.049  0.127
C 0.119 -7.518 -0.917  -0.199
C -0.958 -7.290 -1.967  -0.156
O -0.709 -5.943 -2.339  -0.217
S 0.883 -5.526 -2.398  0.749
O 1.102 -4.120 -2.019  -0.247
O 1.635 -6.044 -3.531  -0.241
O 1.166 -6.569 -1.119  -0.207
H 0.572 -8.507 -0.855  0.126
H -0.224 -7.651 0.109  0.120
H -1.984 -7.446 -1.634  0.141
H -0.691 -7.923 -2.814  0.128
C 9.243 2.866 -5.330  -0.247
C 7.749 3.051 -5.158  -0.173
O 7.594 4.452 -4.893  -0.211
S 9.032 5.213 -4.506  0.782
O 8.935 5.902 -3.208  -0.243
O 9.362 5.929 -5.731  -0.244
O 9.787 3.703 -4.380  -0.193
H 9.533 3.249 -6.309  0.123
H 9.560 1.823 -5.332  0.142
H 7.474 2.469 -4.279  0.126
H 7.152 2.678 -5.990  0.136
C -1.973 2.196 -5.842  -0.116
C -1.381 3.453 -6.492  -0.175
O -0.246 2.894 -7.136  -0.214
S -0.507 1.331 -7.639  0.735
O 0.378 0.372 -6.948  -0.263
O -0.419 1.329 -9.127  -0.269
O -2.003 1.339 -7.033  -0.230
H -3.026 2.261 -5.567  0.137
H -1.343 1.668 -5.127  0.132
H -1.050 4.177 -5.747  0.130
H -1.989 4.077 -7.147  0.133
C -1.840 -4.402 4.103  -0.227
C -1.101 -3.478 5.058  -0.163
O -1.985 -3.275 6.149  -0.217
S -3.483 -4.014 6.088  0.821
O -4.470 -2.910 6.122  -0.261
O -3.577 -5.148 7.053  -0.264
O -3.148 -4.558 4.506  -0.203
H -1.465 -5.425 4.139  0.122
H -1.774 -4.185 3.037  0.133
H -0.891 -2.566 4.499  0.125
H -0.156 -3.829 5.474  0.132
C -7.464 6.866 0.092  -0.199
C -6.184 7.069 0.894  -0.259
O -5.118 6.420 0.421  -0.165
S -5.480 5.760 -1.044  0.753
O -5.625 4.304 -1.047  -0.250
O -4.537 6.161 -2.112  -0.257
O -6.868 6.584 -1.046  -0.198
H -7.921 7.829 -0.137  0.152
H -8.065 6.006 0.387  0.144
H -6.218 6.805 1.951  0.136
H -5.789 8.085 0.915  0.139

The value obtained for the energy above the lowest of the compared OMol25 structures with the same formula, charge and spin is 9.924 eV. The largest force on an atom comes out at 7.96 eV/A. The calculation puts the calculated total energy at -210653.36790 eV. As for the HOMO-LUMO gap: 10.49 eV.